# 1
30
Properties=species:S:1:pos:R:3:forces:R:3:mulliken_charge:R:1 method="wB97M-V/def2-TZVPD" energy_ev=-181668.253 multiplicity=1 homo_energy_ev=-8.76 charge=0 e_above_lowest_ev=29.916 orbital_gap_ev=8.7
Cl -0.27488 1.77654 -1.87206 -4.2 -0.9 -7.4 -0.113
H 1.94527 3.06421 -0.36894 0.2 2.2 1.6 0.236
H -2.91933 0.78549 2.10854 -0.3 -0.1 -0.2 0.457
C -2.89343 0.61317 1.03257 -0.6 0.2 1.1 -0.248
H 1.06850 -1.34131 2.19063 1.7 -4.4 2.6 -0.061
Cl 0.70787 -0.13913 1.40364 4.4 4.6 -0.6 -0.297
H -0.40285 0.49613 -0.47404 3.4 -1.0 -4.5 -0.491
Cl -3.89942 1.86036 0.27657 -2.5 0.8 3.5 -0.156
Cl -1.13584 0.72751 0.59487 -14.9 2.4 6.1 0.372
H 1.39532 2.02081 0.96634 -0.4 1.6 1.2 -0.082
H 0.43535 -3.39883 -1.21373 0.3 -1.1 -0.3 0.282
Cl 0.80675 -1.38940 -1.18927 -4.7 10.9 2.2 0.048
Cl 2.44152 -2.89056 -0.05924 2.3 -4.6 -13.5 -0.058
Cl -3.53624 -1.04563 0.75315 0.4 0.6 0.5 -0.104
C 1.29897 3.00447 0.50675 0.8 3.8 2.1 0.515
H 1.47494 -2.28325 -2.10916 1.9 -3.3 -3.4 0.170
C 1.46188 -3.20217 -1.52305 1.2 -4.8 -1.7 -0.230
Cl 2.95549 -2.81752 1.77378 2.6 1.4 11.4 -0.095
Cl 0.24929 -3.55155 2.69868 0.3 0.3 -0.3 -0.212
C 1.25988 -2.33657 1.78946 -1.7 -3.0 5.1 1.027
H 0.95276 -2.36407 0.74399 -0.8 0.1 1.5 -0.777
Cl -2.95767 0.51415 -1.67403 1.5 0.1 -3.2 -0.091
Cl -0.25634 3.32498 -0.11975 -0.2 5.2 4.3 -0.157
C -2.03739 2.07148 -1.52770 0.4 -0.5 -2.8 -0.667
H -2.16957 2.52596 -0.54581 0.4 -0.4 -0.9 0.382
C 0.62529 0.16347 -0.33144 5.6 -2.2 -0.8 0.659
H -2.37853 2.75701 -2.30345 -0.2 -0.2 0.0 0.461
Cl 1.86705 1.33506 -0.75133 3.1 -7.6 -3.8 -0.305
Cl 2.11761 -4.57646 -2.43737 -0.1 -0.2 -0.2 -0.221
Cl 1.79776 4.29563 1.66139 0.0 0.1 0.4 -0.244


# 2
101
Properties=species:S:1:pos:R:3:forces:R:3:mulliken_charge:R:1 method="wB97M-V/def2-TZVPD" energy_ev=-103908.876 multiplicity=1 homo_energy_ev=-12.17 charge=+2 orbital_gap_ev=4.9
H -16.32419 10.64357 0.49541 -0.3 -0.6 -0.7 0.304
H -20.24034 10.01921 5.72847 -0.2 -0.7 -0.3 0.402
H -16.26308 5.54787 -1.88180 -0.5 -0.5 0.5 0.433
H -12.73771 4.39546 0.71007 0.2 -0.3 -0.2 0.478
C -16.45164 0.12469 2.72574 0.4 -0.1 -0.6 -0.738
H -19.93061 4.06216 8.76720 0.5 0.1 0.5 0.513
H -17.54282 11.17097 -0.59353 0.1 -0.4 -0.5 0.313
H -23.59674 3.29391 2.54865 0.0 0.0 -0.1 0.205
O -22.10333 4.79965 3.92342 0.5 -0.1 0.1 0.420
S -20.79814 1.40358 2.36293 1.1 0.6 -0.4 0.241
H -20.40494 4.61467 -2.52626 0.6 -0.2 0.1 0.412
O -20.28621 4.47842 5.80796 -0.3 -0.8 1.1 0.032
C -21.35183 5.57868 7.72218 -1.0 1.0 -0.8 -1.707
H -20.80350 8.61497 6.65822 0.1 -0.2 -0.3 0.316
C -20.68599 9.00420 5.64265 0.2 0.4 -0.2 -1.705
C -17.28043 4.57158 -0.16598 -0.4 0.3 -1.7 0.761
C -22.41564 3.54837 6.62702 -0.1 -0.3 0.9 -1.212
H -11.90666 4.81225 2.99611 -0.4 -0.1 0.0 0.403
H -21.86004 5.03886 1.37045 -0.6 0.4 0.3 -0.016
H -18.09402 5.50902 -3.34506 -0.6 -0.2 -0.1 0.493
C -17.16206 0.19950 4.07387 -1.0 -1.5 -0.5 -0.883
O -20.62991 6.84716 4.65390 0.0 1.1 0.1 1.027
H -18.27626 8.02247 -2.13956 -0.4 0.4 0.3 0.189
C -18.86636 8.56968 -1.37775 0.2 -0.7 0.2 -0.753
C -16.12344 4.43746 0.71516 -0.2 -0.8 -0.5 0.471
Sn -18.56741 3.31479 2.30492 -0.8 2.3 0.3 0.586
H -20.93129 2.67111 8.40205 0.4 0.0 0.1 0.378
H -12.39575 5.47878 5.38245 -0.7 -0.5 -0.7 0.380
H -18.83041 -1.17371 1.91161 0.2 -0.2 0.6 0.461
H -16.47143 0.11402 4.90716 0.3 -0.3 -0.1 0.641
C -18.53315 4.19196 0.25593 -1.1 -1.4 0.2 0.364
H -20.44254 6.15925 7.90136 0.1 -0.3 -0.1 0.323
H -16.10608 -0.92604 2.48706 -0.4 1.2 0.5 0.494
H -19.62791 0.56882 5.86010 0.3 -0.1 -0.1 0.771
H -21.64373 9.05535 5.15458 -0.8 0.5 0.3 0.413
C -15.36496 4.42558 2.91416 1.4 1.0 0.2 0.102
H -20.08652 0.94517 0.15354 -0.6 0.2 -0.3 0.396
C -13.99861 4.43348 2.45859 0.1 0.2 0.0 0.845
H -21.76731 5.32346 8.69889 -0.3 0.4 -0.1 0.574
H -20.08929 -0.53730 3.62486 0.0 0.1 -0.1 0.530
C -18.81110 -0.41820 1.14974 -1.0 0.1 -0.5 -0.879
H -24.93858 4.41310 2.29279 -0.4 0.1 -0.4 0.472
H -17.88958 -0.65246 4.10827 0.5 0.8 0.3 0.388
S -18.01366 1.72373 4.43586 -1.2 1.1 0.7 0.250
C -13.19827 5.12314 4.69599 1.2 -0.4 -1.0 -0.612
C -20.18977 0.30492 1.01869 0.1 -0.9 0.6 -0.839
H -18.49185 7.28382 6.08654 0.1 0.0 0.1 0.220
C -20.53169 0.42910 3.86946 0.2 0.0 0.3 -1.054
C -19.72110 1.17590 4.95980 -0.3 0.2 -0.9 0.124
H -22.00174 6.72178 1.92110 0.0 -0.2 0.0 0.142
C -20.27412 3.43466 7.96859 -0.5 -0.8 -0.1 -1.766
H -20.63328 3.86815 -0.16422 0.9 0.2 -0.9 0.245
H -18.01042 7.30418 4.34874 0.3 -0.2 0.4 0.076
C -16.90965 10.29609 -0.39386 -0.2 1.0 1.7 -1.036
C -19.92105 8.10256 4.68305 0.7 -0.1 0.6 1.713
S -17.89009 8.88367 0.11632 -0.2 -0.1 0.0 0.131
C -19.97403 8.64753 3.27275 0.4 0.5 -0.4 -1.303
N -16.41331 4.36022 2.00895 0.7 -0.4 0.8 0.312
H -16.59251 5.02750 4.50428 -0.4 -0.2 0.7 0.365
H -24.33796 6.16371 4.72224 -0.6 -0.2 0.4 0.398
H -18.58315 -0.95606 0.22111 -0.6 0.0 0.1 0.578
H -20.26986 2.07805 5.25574 0.5 0.2 -0.1 -0.966
H -14.66783 4.26088 -0.94012 -0.3 0.1 0.7 0.534
H -19.30660 9.47144 -1.77482 0.1 0.4 -0.2 0.431
C -18.29011 5.07169 -2.37240 1.6 0.0 1.0 -1.081
C -24.12809 4.15633 2.95412 0.1 0.0 0.0 -1.720
H -19.39959 8.08806 2.52990 0.0 -0.3 0.3 -0.057
H -20.98318 8.75892 2.90504 -0.5 -0.3 0.1 0.262
S -17.43428 0.71401 1.26746 1.0 0.6 0.9 0.134
H -23.06478 7.22044 4.13386 -0.3 -0.3 -0.2 0.071
H -21.03772 -0.41795 0.94671 0.9 0.4 -0.5 0.530
H -23.03759 4.13793 5.96096 0.0 0.1 0.1 0.016
C -19.49068 4.56911 -1.91482 -1.7 0.5 -0.6 -0.764
H -19.70775 7.95405 -1.04165 0.2 -0.1 -0.2 0.144
C -17.18892 5.07066 -1.50278 0.2 0.2 0.2 -0.613
C -21.10297 4.27417 7.00822 0.3 -0.3 -0.7 1.730
C -14.83846 4.29645 0.14567 1.7 0.5 1.6 -1.161
C -19.64574 4.16371 -0.60571 -0.1 -0.3 1.7 -0.403
C -15.56931 4.80848 4.26282 -0.1 -0.5 -0.7 -0.238
H -14.75756 5.26697 6.18927 0.2 0.2 -0.9 0.440
H -19.58719 9.65565 3.21967 0.4 0.4 0.2 0.615
C -14.51829 5.07250 5.12341 -1.3 0.1 1.0 -0.825
C -13.75516 4.31201 1.05293 -1.6 0.3 -0.3 -0.948
H -16.24422 10.02251 -1.17503 0.5 0.1 -0.8 0.324
H -22.23313 2.57486 6.11887 0.0 0.5 0.4 0.189
H -22.99536 3.34033 7.56908 0.5 0.1 -0.9 0.516
H -23.32164 5.99701 1.05423 -0.9 0.2 -0.9 0.672
H -15.57431 0.79227 2.77591 -0.2 -0.3 -0.4 0.336
Si -20.63039 5.28539 4.45243 -0.8 -0.6 -0.4 -3.690
H -21.54500 0.21208 4.22456 0.2 0.1 0.3 0.666
H -22.03014 6.22841 7.11200 0.3 -0.4 0.7 0.179
C -23.17531 5.33285 3.10100 0.8 -0.4 0.5 1.556
H -19.42095 2.96573 7.48535 0.0 -0.1 -0.1 0.181
H -24.57632 3.86938 3.90943 0.2 0.1 0.0 0.352
C -22.57314 5.79736 1.77009 1.3 -0.5 0.9 -1.271
C -18.48003 7.86432 5.16800 -0.3 -0.4 -1.1 -1.288
O -19.44976 4.76626 3.44989 1.6 -1.7 -1.7 2.792
C -12.92997 4.75936 3.37478 -0.5 0.3 0.2 -0.732
H -24.48711 6.98751 3.07916 0.1 -0.3 1.0 0.430
H -17.88968 8.77360 5.28967 -0.3 0.1 0.1 0.530
C -23.83178 6.48174 3.83728 0.5 1.2 -1.5 -1.463


# 3
52
Properties=species:S:1:pos:R:3:forces:R:3:mulliken_charge:R:1 method="wB97M-V/def2-TZVPD" energy_ev=-46662.749 multiplicity=1 homo_energy_ev=-10.07 charge=+1 e_above_lowest_ev=1.442 orbital_gap_ev=7.8
H -0.21394 -3.81843 -3.26598 0.0 0.0 0.0 0.443
H -0.15772 -7.07684 0.01309 0.0 0.0 0.0 0.404
N 3.21918 1.53213 -1.34626 0.2 -0.1 -0.2 0.155
N -0.32273 3.37143 1.74112 0.0 0.3 0.1 0.169
H 4.90172 0.19618 -1.28552 -0.1 0.0 0.0 0.496
H -2.81398 -0.35335 -2.23305 0.2 0.0 0.0 0.516
P 0.69186 2.75326 -0.79666 -0.1 0.0 -0.1 -0.426
H 4.68484 2.61366 -2.36699 0.0 0.0 0.0 0.358
H 1.09041 4.91786 1.49681 0.0 0.0 0.0 0.326
H -0.71220 -3.93559 2.91192 0.0 0.0 0.0 0.449
H 0.75343 -2.34561 -3.46954 0.0 0.0 0.0 0.260
C 0.04735 -3.69381 -0.40367 -0.1 0.0 0.0 0.079
C -0.12889 2.41168 0.80756 -0.1 0.1 0.2 0.330
H 0.50218 3.60496 -3.54465 0.0 0.0 0.0 0.344
C -0.48978 -4.27056 1.90657 0.1 0.1 0.0 -0.660
C 3.61952 2.41177 -2.44017 0.0 -0.1 0.2 -0.882
C -1.66434 1.02269 -3.51577 0.1 0.2 0.0 -0.243
H -1.49257 0.68547 3.14413 0.0 0.0 -0.1 0.489
C -0.48135 -5.59096 1.57315 0.0 -0.1 -0.1 -0.364
H 3.40878 1.95408 -3.40433 0.0 0.0 0.0 0.297
N 1.97693 0.54612 0.18795 1.0 -0.3 0.2 -0.191
C -0.46797 1.78126 -1.83240 -0.2 0.3 0.0 0.356
H 0.85614 2.20024 -4.57608 0.0 0.0 0.0 0.306
N -0.59846 1.25842 1.28825 0.2 -0.1 0.7 -0.247
O 0.12094 -1.50837 -1.36044 0.0 -0.8 -0.7 -0.442
H -0.71079 -6.32907 2.33341 0.0 0.0 0.0 0.382
N -1.29412 0.87364 -1.32908 0.9 -0.5 -0.1 -0.355
H -0.61446 3.15685 -4.83691 0.0 0.0 0.0 0.362
H -0.30520 5.29510 2.51742 0.0 0.0 0.0 0.318
Pt -0.32927 -0.34364 0.13109 -1.9 -0.4 -0.7 0.883
C -2.03950 0.38321 -2.37789 -0.1 0.1 0.1 -0.891
H 1.49581 -3.83149 -2.83183 0.0 0.0 0.0 0.430
N -0.67486 1.91891 -3.15751 0.0 0.0 -0.1 0.178
C -0.90659 2.79857 2.83813 0.1 0.1 -0.1 -0.354
C 2.04271 1.53841 -0.66561 0.0 0.2 0.2 0.318
H 0.28786 -5.41676 -1.70748 0.0 0.0 0.1 0.377
H -2.01270 0.93753 -4.53386 0.0 0.0 0.1 0.512
C -0.18016 -6.02323 0.25502 0.0 0.0 0.2 -0.867
O -0.11634 -2.04682 1.34353 0.1 0.7 0.6 -0.825
C -0.19018 -3.26542 0.94029 0.1 0.2 -0.2 0.893
H 3.08380 3.35580 -2.36000 0.0 0.0 0.0 0.340
C 0.01653 4.79168 1.61202 0.0 -0.2 0.1 -0.799
C 3.92295 0.43678 -0.89845 0.0 0.1 -0.1 -0.241
C 0.59387 -3.21868 -2.84318 0.0 -0.1 0.0 -1.741
C -1.06772 1.47626 2.54961 -0.1 0.0 -0.2 -0.565
C 0.06793 2.76764 -4.08607 -0.2 0.0 0.1 -0.881
H -1.15109 3.37034 3.71820 0.0 0.0 -0.1 0.410
C 0.23690 -2.76453 -1.45582 0.1 0.0 -0.1 1.706
C 0.07135 -5.09040 -0.69768 0.0 0.1 -0.1 -0.794
H 3.35238 -1.03345 0.65351 0.0 0.1 -0.1 0.498
H -0.49763 5.22865 0.75995 0.0 0.0 0.0 0.335
C 3.14565 -0.16086 0.05261 -0.2 0.2 0.0 -0.956